# C18H26ClO23

A cluster of 8 separate species, C18H26ClO23 in total at a distorted geometry (ωB97M-V/def2-TZVPD, the OMol25 dataset).

```
! wB97M-V def2-TZVPD RIJCOSX def2/J DEFGRID3
* xyz -1 1
Cl -3.313 -31.528 3.882
O -4.147 -31.253 5.032
O -4.139 -31.775 2.689
O -2.482 -30.432 3.563
O -2.550 -32.732 4.141
C -7.254 -31.457 7.107
C -7.530 -30.659 5.834
O -8.857 -30.897 5.537
C -9.299 -31.909 6.304
O -10.418 -32.416 6.355
O -8.375 -32.270 7.228
H -7.247 -30.704 7.895
H -6.346 -32.021 6.890
H -6.928 -30.881 4.953
H -7.461 -29.586 6.011
C -3.631 -33.944 7.416
C -2.427 -32.951 7.640
O -1.359 -33.862 7.832
C -1.810 -35.111 8.032
O -1.148 -36.109 8.212
O -3.119 -35.169 7.879
H -3.887 -34.027 6.359
H -4.577 -33.718 7.908
H -2.394 -32.160 8.389
H -2.347 -32.492 6.655
C 1.973 -31.863 5.017
C 0.632 -31.161 4.920
O 0.981 -29.925 5.543
C 2.328 -29.687 5.510
O 2.813 -28.619 5.864
O 2.902 -30.818 5.209
H 2.040 -32.337 4.037
H 1.963 -32.595 5.825
H -0.064 -31.653 5.599
H 0.186 -31.019 3.936
C -5.003 -33.630 -0.193
C -4.343 -34.887 0.373
O -3.435 -35.293 -0.623
C -3.608 -34.541 -1.694
O -3.076 -34.699 -2.795
O -4.499 -33.562 -1.505
H -4.666 -32.750 0.354
H -6.091 -33.609 -0.129
H -5.011 -35.723 0.580
H -3.736 -34.660 1.250
C -3.932 -27.498 4.871
C -3.700 -26.175 5.491
O -3.936 -25.357 4.334
C -4.905 -25.949 3.588
O -5.580 -25.415 2.678
O -4.999 -27.192 4.004
H -4.282 -28.287 5.537
H -3.077 -27.896 4.324
H -2.667 -26.213 5.837
H -4.332 -25.978 6.358
C -1.268 -31.844 -0.202
C -1.147 -32.925 0.890
O -0.449 -33.933 0.286
C -0.275 -33.698 -1.013
O -0.003 -34.585 -1.818
O -0.781 -32.502 -1.373
H -0.734 -30.953 0.129
H -2.308 -31.579 -0.394
H -2.186 -33.160 1.122
H -0.704 -32.574 1.823
O -1.884 -29.274 6.788
H -1.301 -29.439 7.529
H -1.449 -29.688 6.043
*
```

E, a.u.: -2892.064803